Here is C4H4AgLiO5 as an isolated structure in a non-equilibrium geometry from the Open Molecules 2025 dataset. Energies are from the ωB97M-V functional and the def2-TZVPD basis.

Values from the calculation:
Frontier orbital gap (alpha / beta) (eV): 4.3 / 3.5
Net charge: 0
Relative energy (zero: lowest compared OMol25 entry of this formula, charge and spin) (kJ/mol): 169.4
2S+1: 3

Each line ends with the Mulliken spin population.
Cartesian coordinates (Å):
H  0.73172  -2.36616  -1.77761  0.000
C  -1.24202  1.42283  1.01526  0.436
H  -0.57055  -0.42886  -1.05539  -0.019
C  0.14337  1.23090  0.66277  0.224
Li  2.26474  0.73420  -0.65233  0.001
O  -2.06703  2.03484  0.22524  0.523
O  0.61107  -0.05101  0.61667  0.019
H  -0.59687  -1.68819  0.21704  0.003
C  1.20470  -1.66859  -1.04698  0.008
C  0.04603  -0.98112  -0.32898  0.011
O  -1.72224  0.96663  2.13046  0.516
O  0.93588  2.12916  0.29572  0.165
Ag  -3.51680  1.76126  1.62158  0.115
H  1.70955  -2.32476  -0.29816  -0.001
O  2.06844  -0.77114  -1.62529  0.001


Here is C9H8CuF2NO6S2 as an isolated structure from the Open Molecules 2025 dataset. Energies are from the ωB97M-V functional and the def2-TZVPD basis.

Values from the calculation:
Frontier orbital gap (eV): 6.4
Net charge: -2

Each line ends with the Mulliken charge.
Cartesian coordinates (Å):
O  5.45895  -1.48550  1.98560  -0.689
N  3.81385  -0.87821  0.16286  -0.613
C  0.85058  -2.55348  1.67854  -0.119
H  0.17090  2.30250  -2.14204  0.254
H  1.83166  -5.22818  3.53569  0.348
C  3.23129  -2.82657  1.65541  0.010
O  0.35087  4.08475  0.84667  -0.704
H  1.22131  3.67404  -1.67120  0.348
F  -1.29671  -2.60977  -1.04814  -0.325
C  2.10457  -2.13495  1.26907  0.463
O  5.27570  -2.92948  0.01193  -0.683
H  4.07686  -4.46738  2.76295  0.387
O  -1.53052  3.83273  -0.70759  -0.690
F  -2.55987  -1.91649  0.63609  -0.338
O  1.64638  -0.19198  -0.10216  -0.479
H  -0.04458  -2.03910  1.34627  0.291
Cu  -0.43686  -0.02858  0.00902  -0.090
C  2.48848  -0.95956  0.37544  0.513
S  -0.39557  3.21018  -0.04186  1.079
S  4.62875  -2.01669  0.92809  1.163
H  -0.20190  -4.02443  2.82007  0.401
C  0.73740  2.75864  -1.33063  -0.855
O  -0.75774  1.92504  0.59705  -0.548
C  -1.79404  -1.40946  -0.46067  0.189
H  1.47539  2.05843  -0.93925  0.226
C  3.17686  -3.93920  2.47377  -0.615
C  0.77162  -3.67559  2.49761  -0.859
C  1.91990  -4.35789  2.89483  -0.265
H  -2.57023  -1.10260  -1.17180  0.201


no.,electronic energy (eV)
1,-18649.525
2,-94984.910